{"formula": "C4H13N2O", "method": "ωB97M-V/def2-TZVPD", "mol_weight_g_mol": 105.2, "homo_ha": -0.535, "relative_energy_kj_mol": 261.2, "orbital_gap_ev": 10.553, "total_charge": 1, "elements": ["C", "C", "C", "N", "C", "N", "H", "H", "H", "H", "H", "H", "H", "H", "H", "H", "H", "H", "H", "O"], "xyz": [[-0.4207, 0.8765, 2.3170], [0.2184, 0.2569, 1.1144], [-0.4105, -1.1608, 0.8800], [-0.0618, -0.4315, -1.7296], [-1.3218, -0.6428, -1.2577], [-1.4971, -0.9586, 0.0238], [0.3806, 1.4966, 2.8141], [-1.0629, 0.2767, 3.0058], [-1.1233, 1.5778, 1.9968], [0.0155, 1.0023, 0.3867], [1.4138, 0.1232, 1.1714], [0.1912, -1.9331, 0.3252], [-0.8787, -1.4701, 1.8206], [0.1123, -0.7526, -2.6656], [0.5946, 0.2706, -1.3723], [-2.1003, -0.9160, -2.0755], [-2.4599, -1.0210, 0.1276], [3.2185, 0.4706, -2.0975], [2.7867, 1.9232, -2.4939], [2.4054, 1.0121, -2.2912]], "mulliken_charge": [-1.278, -0.268, -0.647, -0.282, 0.091, -0.042, 0.303, 0.316, 0.360, 0.341, 0.335, 0.307, 0.395, 0.224, 0.267, 0.340, 0.248, 0.323, 0.332, -0.664]}


{"formula": "C4H13N2O", "method": "ωB97M-V/def2-TZVPD", "mol_weight_g_mol": 105.2, "homo_ha": -0.525, "relative_energy_kj_mol": 117.8, "orbital_gap_ev": 11.513, "total_charge": 1, "elements": ["C", "O", "C", "C", "C", "N", "N", "H", "H", "H", "H", "H", "H", "H", "H", "H", "H", "H", "H", "H"], "xyz": [[2.0138, -0.4908, -0.3297], [2.5865, -0.0935, -1.5343], [0.6741, 0.2125, -0.1709], [-0.0932, -0.1027, 1.0883], [-1.4322, 0.5809, 1.2793], [-2.3786, 0.3177, 0.1944], [-0.1282, -0.3389, -1.3653], [1.7841, -1.5710, -0.3940], [2.6173, -0.3254, 0.5424], [3.3735, 0.4175, -1.3776], [0.6796, 1.2793, -0.4135], [-0.2257, -1.1460, 1.1634], [0.5456, 0.1587, 1.9440], [-1.8153, 0.3837, 2.2906], [-1.2979, 1.6677, 1.2664], [-1.1165, 0.0181, -1.2165], [-2.9547, -0.5071, 0.3689], [-3.0670, 1.0462, 0.1315], [0.3693, -0.1458, -2.2222], [-0.1345, -1.3609, -1.2452]], "mulliken_charge": [-0.622, -0.504, -0.097, -0.743, -0.630, -0.612, -0.334, 0.344, 0.438, 0.338, 0.374, 0.348, 0.382, 0.371, 0.372, 0.421, 0.215, 0.233, 0.341, 0.367]}


Please write out number 2 again, unchanged.
{"formula": "C4H13N2O", "method": "ωB97M-V/def2-TZVPD", "mol_weight_g_mol": 105.2, "homo_ha": -0.525, "relative_energy_kj_mol": 117.8, "orbital_gap_ev": 11.513, "total_charge": 1, "elements": ["C", "O", "C", "C", "C", "N", "N", "H", "H", "H", "H", "H", "H", "H", "H", "H", "H", "H", "H", "H"], "xyz": [[2.0138, -0.4908, -0.3297], [2.5865, -0.0935, -1.5343], [0.6741, 0.2125, -0.1709], [-0.0932, -0.1027, 1.0883], [-1.4322, 0.5809, 1.2793], [-2.3786, 0.3177, 0.1944], [-0.1282, -0.3389, -1.3653], [1.7841, -1.5710, -0.3940], [2.6173, -0.3254, 0.5424], [3.3735, 0.4175, -1.3776], [0.6796, 1.2793, -0.4135], [-0.2257, -1.1460, 1.1634], [0.5456, 0.1587, 1.9440], [-1.8153, 0.3837, 2.2906], [-1.2979, 1.6677, 1.2664], [-1.1165, 0.0181, -1.2165], [-2.9547, -0.5071, 0.3689], [-3.0670, 1.0462, 0.1315], [0.3693, -0.1458, -2.2222], [-0.1345, -1.3609, -1.2452]], "mulliken_charge": [-0.622, -0.504, -0.097, -0.743, -0.630, -0.612, -0.334, 0.344, 0.438, 0.338, 0.374, 0.348, 0.382, 0.371, 0.372, 0.421, 0.215, 0.233, 0.341, 0.367]}